Entry 1:
Density functional theory data (the ωB97M-V functional and the def2-TZVPD basis) for C42H40BrCaCl3GeN7O4PS2 as an isolated structure at a distorted geometry.

Output
* calculated total energy: -10155.85296 hartree
* M: 1100.89 u
* 2S+1: 2
* energy above the lowest of the compared OMol25 structures with the same formula, charge and spin: 1.1232 eV
* net charge: -1
* orbital gap (spin up / spin down): 5.99 / 7.54 eV
* expectation value of S²: 0.76

```
102
Properties=species:S:1:pos:R:3:mulliken_charge:R:1
Ca 1.8739 -0.2620 -0.1221 0.722
O -3.0813 -0.4346 3.4463 -0.534
C -2.4512 -1.6646 3.4777 1.345
C -2.9281 -2.6924 4.2763 -0.859
C -2.2775 -3.9184 4.2758 -0.636
C -1.1575 -4.1067 3.4836 -1.304
C -0.6932 -3.0639 2.6938 -0.112
C -1.3325 -1.8360 2.6673 -0.064
C -0.7798 -0.6992 1.8021 1.036
O 0.3953 -0.9781 1.2245 1.493
N -1.8155 -0.4171 0.7834 0.508
N -1.5505 0.4874 -0.1538 -0.529
C -2.5325 1.0258 -0.7807 -0.646
C -2.3681 1.9556 -1.8804 0.275
Br -0.6765 1.9401 -2.7336 -0.138
C -3.3191 2.7580 -2.3765 -1.061
C -4.6541 2.9956 -1.8067 0.525
C -5.7144 3.2679 -2.6761 -0.466
C -6.9907 3.5102 -2.1971 -0.492
C -7.2357 3.5000 -0.8305 -0.396
C -6.1878 3.2604 0.0465 -0.584
C -4.9099 3.0162 -0.4333 -0.419
H -3.7649 -0.4249 4.1239 0.317
H -3.8025 -2.5312 4.8991 0.281
H -2.6440 -4.7178 4.9075 0.391
H -0.6261 -5.0492 3.5014 0.434
H 0.2103 -3.1660 2.1076 0.439
H -0.7094 0.1871 2.4494 -1.401
H -2.7718 -0.4574 1.1229 0.426
H -3.5628 0.7646 -0.5271 0.592
H -3.1041 3.2832 -3.2993 0.367
H -5.5277 3.2781 -3.7436 0.378
H -7.7968 3.7092 -2.8922 0.367
H -8.2318 3.6907 -0.4521 0.371
H -6.3607 3.2750 1.1153 0.383
H -4.0964 2.8729 0.2655 0.697
Cl 4.2599 0.5568 3.8878 -0.433
Ge 2.3297 -0.2864 3.0579 0.832
Cl 3.4499 -1.5907 1.4965 -0.381
Cl 2.0624 -2.0000 4.6323 -0.476
O 5.7352 -1.7075 -1.6582 -0.688
S 4.5604 -1.6961 -2.4761 1.019
O 3.9473 -2.9583 -2.8005 -0.604
N 3.4271 -0.6624 -1.8724 -0.694
C 3.2298 0.3861 -2.6570 1.069
S 2.1617 1.6285 -2.2984 -0.357
C 4.0462 0.3543 -3.9092 0.012
C 4.0620 1.2634 -4.9531 -0.692
C 4.8994 1.0065 -6.0295 -0.522
C 5.7017 -0.1330 -6.0599 -0.507
C 5.6847 -1.0444 -5.0118 -0.726
C 4.8443 -0.7685 -3.9524 0.093
H 3.4300 2.1409 -4.9135 0.454
H 4.9311 1.6994 -6.8605 0.390
H 6.3449 -0.3101 -6.9122 0.382
H 6.3016 -1.9329 -5.0239 0.458
C 0.9487 -5.4178 -2.7457 -1.021
N 0.8440 -5.3478 -1.2898 0.154
C -0.5593 -5.4828 -0.9130 -0.961
N -1.4478 -4.5154 -1.5546 0.135
C -1.2736 -4.6238 -3.0003 -0.987
N 0.1030 -4.4588 -3.4579 0.103
C 0.5657 -3.0844 -3.2280 -1.335
P 0.5530 -2.5798 -1.4396 1.390
C 1.4100 -4.0943 -0.7817 -1.085
C -1.1758 -3.1538 -1.0795 -1.038
H 0.6501 -6.4231 -3.0569 0.291
H 1.9884 -5.2515 -3.0323 0.469
H -0.6502 -5.3825 0.1709 0.440
H -0.8918 -6.4844 -1.2014 0.278
H -1.9014 -3.8753 -3.4895 0.409
H -1.6141 -5.6180 -3.3045 0.321
H -0.0762 -2.3964 -3.7860 0.524
H 1.5815 -2.9783 -3.6120 0.391
H 1.3408 -4.0812 0.3088 0.391
H 2.4681 -4.0405 -1.0410 0.433
H -1.8848 -2.4620 -1.5428 0.446
H -1.3420 -3.1058 -0.0018 0.158
N 2.0638 1.3670 1.7594 -1.302
C 1.6553 2.4061 2.3577 -0.047
C 1.0724 2.4445 3.7482 -0.480
C 1.8797 2.6089 4.8691 0.408
C 1.3144 2.6480 6.1357 -0.925
C -0.0604 2.5538 6.2927 -0.404
C -0.8729 2.4398 5.1734 -0.685
C -0.3100 2.3959 3.9078 -0.143
C 1.7181 3.7465 1.6723 0.691
C 1.1543 4.8871 2.2410 -0.185
C 1.2244 6.1098 1.5862 -0.889
C 1.8594 6.2075 0.3584 -0.411
C 2.4357 5.0773 -0.2090 -0.697
C 2.3715 3.8614 0.4470 -0.625
H 2.9531 2.6722 4.7494 0.491
H 1.9556 2.7434 7.0027 0.398
H -0.4973 2.5725 7.2832 0.368
H -1.9485 2.3807 5.2813 0.418
H -0.9495 2.3369 3.0369 0.585
H 0.6511 4.8230 3.1964 0.361
H 0.7783 6.9865 2.0393 0.397
H 1.9103 7.1604 -0.1539 0.382
H 2.9392 5.1410 -1.1656 0.419
H 2.8318 2.9833 0.0182 0.634
```

=====

Entry 2:
Density functional theory data (the ωB97M-V functional and the def2-TZVPD basis) for C42H40CoN3OPS3 as an isolated structure.

Output
* calculated total energy: -4782.68088 hartree
* M: 788.91 u
* 2S+1: 4
* energy above the lowest of the compared OMol25 structures with the same formula, charge and spin: 0.0000 eV
* orbital gap (spin up / spin down): 7.07 / 7.44 eV
* expectation value of S²: 3.76

```
91
Properties=species:S:1:pos:R:3:mulliken_charge:R:1
Co -0.7522 -0.4994 0.4689 0.015
C -3.8681 0.2130 3.5164 -1.862
C -3.0299 -0.0602 2.3103 0.740
N -1.7628 0.0923 2.2383 1.277
N -1.0556 0.6319 3.2697 -1.350
C 0.1277 0.9921 2.7714 -0.453
O 0.4869 0.8704 1.5615 0.618
C 1.0738 1.6435 3.7194 0.022
C 0.9613 1.4455 5.0920 -0.453
C 1.8671 2.0438 5.9545 -0.683
C 2.8798 2.8524 5.4497 -0.414
C 2.9899 3.0530 4.0796 -0.860
C 2.0931 2.4414 3.2151 -0.016
C -3.6372 -0.4880 1.0275 0.290
C -4.9909 -0.7792 0.9078 -0.669
C -5.4967 -1.1514 -0.3263 -0.871
C -4.6386 -1.2299 -1.4112 -0.839
C -3.3042 -0.9261 -1.2095 -0.922
N -2.8161 -0.5514 -0.0301 0.948
H -3.2389 0.6402 4.2914 0.442
H -4.3141 -0.7113 3.8929 0.337
H -4.6805 0.9073 3.2905 0.344
H 0.1623 0.8207 5.4677 0.458
H 1.7834 1.8823 7.0218 0.391
H 3.5845 3.3221 6.1250 0.392
H 3.7820 3.6765 3.6832 0.417
H 2.1793 2.5639 2.1421 0.357
H -5.6271 -0.7215 1.7797 0.545
H -6.5473 -1.3867 -0.4379 0.426
H -4.9872 -1.5194 -2.3924 0.526
H -2.5843 -0.9813 -2.0194 0.530
C 5.0670 1.5788 1.2029 -0.632
C 4.6032 0.4264 1.8260 -0.785
C 3.5761 -0.3116 1.2597 -0.628
C 2.9919 0.0842 0.0547 0.963
C 3.4338 1.2666 -0.5349 -0.377
C 4.4715 2.0026 0.0260 -1.113
P 1.5489 -0.8329 -0.6046 1.654
C 1.8802 -1.1535 -2.3883 0.676
C 2.8512 -0.5585 -3.1815 -0.350
C 2.9158 -0.8312 -4.5465 -0.786
C 2.0110 -1.6997 -5.1324 -0.602
C 1.0429 -2.3119 -4.3421 -0.710
C 0.9801 -2.0395 -2.9879 -0.807
C 1.7821 -2.5433 0.0166 0.178
C 2.9850 -3.1813 -0.1356 -0.040
C 3.1365 -4.5291 0.2413 -1.103
C 2.0627 -5.2217 0.7255 -0.709
C 0.7992 -4.6016 0.8672 0.691
C -0.3296 -5.3387 1.3079 -0.942
C -1.5398 -4.7244 1.4094 -1.223
C -1.6685 -3.3437 1.1108 0.592
C -0.6228 -2.5522 0.6974 -0.321
C 0.6417 -3.2258 0.5414 0.081
H 5.8766 2.1484 1.6414 0.431
H 5.0347 0.1053 2.7658 0.410
H 3.2211 -1.2003 1.7656 0.407
H 2.9562 1.6460 -1.4310 0.231
H 4.8050 2.9118 -0.4592 0.417
H 3.5868 0.1061 -2.7515 0.529
H 3.6848 -0.3619 -5.1472 0.435
H 2.0650 -1.9119 -6.1928 0.395
H 0.3388 -3.0062 -4.7841 0.430
H 0.2197 -2.5209 -2.3799 0.437
H 3.8295 -2.6488 -0.5596 0.490
H 4.0973 -5.0150 0.1270 0.410
H 2.1621 -6.2671 0.9971 0.385
H -0.2116 -6.3892 1.5490 0.372
H -2.4097 -5.2868 1.7300 0.434
H -2.6578 -2.9127 1.2522 0.291
C -3.5507 2.9034 -1.6636 0.871
C -2.6014 3.7001 -0.7464 -1.298
S -1.3282 2.7126 0.0922 0.371
C 0.1209 2.9687 -0.9611 0.145
C -0.0991 2.7953 -2.4543 -1.270
S -0.7142 1.1470 -2.9028 0.349
C -1.6009 1.5260 -4.4338 -1.019
C -3.0840 1.8329 -4.2596 -0.404
S -3.4809 3.3907 -3.4204 -0.197
H -4.5823 3.0409 -1.3417 0.554
H -3.3165 1.8414 -1.6055 -1.100
H -3.1700 4.1515 0.0669 0.431
H -2.1180 4.5164 -1.2839 0.549
H 0.8412 2.2522 -0.5612 -1.055
H 0.5177 3.9709 -0.7865 0.766
H 0.8456 2.9701 -2.9758 0.628
H -0.8246 3.5228 -2.8152 0.447
H -1.4863 0.6384 -5.0610 0.426
H -1.0875 2.3468 -4.9370 0.394
H -3.5799 1.0274 -3.7145 0.048
H -3.5589 1.9036 -5.2404 0.474
```

=====

Entry 3:
Density functional theory data (the ωB97M-V functional and the def2-TZVPD basis) for C42H40N8O4RuS2 as an isolated structure at a distorted geometry.

Output
* calculated total energy: -3254.44240 hartree
* M: 886.04 u
* 2S+1: 6
* net charge: +1
* orbital gap (spin up / spin down): 6.61 / 6.72 eV
* expectation value of S²: 8.79

```
97
Properties=species:S:1:pos:R:3:mulliken_charge:R:1
Ru 0.6465 1.5759 -0.6540 0.051
O 0.9514 0.2890 -4.4583 -0.715
C 0.6097 0.8640 -3.4210 -0.209
N 1.4366 1.1930 -2.3857 -0.018
C 2.9137 1.0015 -2.4780 -1.344
C 3.5551 1.3076 -1.1495 0.819
C 4.9290 1.3140 -0.9783 -0.979
C 5.3828 1.7039 0.2188 -0.362
C 4.5147 2.1149 1.2603 -1.013
C 3.1644 2.1046 0.9812 -0.503
N 2.7245 1.7647 -0.2414 0.700
C -0.7577 1.4350 -3.1074 1.034
C -1.7197 1.5867 -4.1000 -0.779
C -2.9747 2.1039 -3.7650 -0.653
C -3.1915 2.4968 -2.4819 -0.895
C -2.2116 2.3409 -1.5129 -0.729
N -1.0272 1.8488 -1.8604 0.394
H 3.2618 1.7253 -3.1924 0.780
H 3.1448 0.0084 -2.8336 0.397
H 5.5629 0.9545 -1.7993 0.496
H 6.4516 1.7389 0.4621 0.403
H 4.8813 2.4938 2.2237 0.477
H 2.4438 2.5240 1.6731 0.406
H -1.5252 1.1153 -5.0643 0.528
H -3.7326 2.1893 -4.4922 0.534
H -4.1465 2.9015 -2.1919 0.515
H -2.3282 2.6439 -0.5108 0.825
S 0.6268 4.1669 -0.3080 -0.328
C 0.0844 4.1979 1.2876 0.426
N 0.0591 5.3936 1.9427 -0.861
N -0.7579 5.5266 2.9922 0.200
C -2.0633 5.0452 3.1102 0.697
C -2.4786 4.7092 4.3799 -0.746
C -3.8212 4.3568 4.4681 -0.602
C -4.6439 4.2962 3.3390 -0.500
C -4.1615 4.5765 2.0617 -0.943
C -2.8004 4.8911 1.9475 0.015
N -0.1874 3.0980 2.0231 -0.951
N -0.2117 1.9428 1.3035 1.569
C -0.7589 0.9134 2.0078 0.143
C -1.4939 -0.1060 1.3555 0.554
C -2.2032 -1.0758 2.0627 -0.610
C -2.0728 -1.1467 3.4445 -0.478
C -1.2388 -0.2218 4.1304 -0.913
C -0.5627 0.7380 3.4116 -0.534
H -0.4814 6.2836 3.6202 0.279
H -1.8288 4.7199 5.2272 0.479
H -4.2919 4.0843 5.3785 0.408
H -5.6497 4.0001 3.4298 0.464
H -4.8349 4.5609 1.2573 0.508
H -2.3154 5.2170 1.0446 0.598
H -1.6164 -0.1088 0.2526 -0.498
H -2.8508 -1.7443 1.5120 0.480
H -2.5811 -1.8706 4.0492 0.506
H -1.0979 -0.2912 5.2005 0.447
H 0.0368 1.5563 3.8506 0.415
O 1.2824 -0.4392 0.2734 0.415
S 1.7647 -1.6815 -0.4767 0.311
C 1.0151 -3.0677 0.3448 1.352
C 0.9795 -4.2905 -0.2981 -0.569
C 0.4500 -5.3415 0.3820 -0.771
C 0.0536 -5.2006 1.7155 -0.568
C 0.1217 -3.9559 2.3768 -0.989
C 0.6214 -2.8698 1.6501 -0.255
C 3.4274 -1.8444 0.1255 0.447
C 3.7020 -1.4815 1.4434 -0.454
C 5.0281 -1.4306 1.8785 -0.871
C 6.0062 -1.8842 1.0161 -0.456
C 5.7469 -2.3433 -0.2552 -0.834
C 4.4253 -2.2562 -0.7807 -0.469
H 1.3597 -4.3289 -1.2915 0.608
H 0.3964 -6.3586 -0.0400 0.438
H -0.2366 -6.1455 2.2427 0.347
H -0.1399 -3.8157 3.4130 0.520
H 0.6347 -1.8764 2.0524 0.058
H 2.8905 -1.1080 2.0204 0.360
H 5.2770 -1.0083 2.8654 0.436
H 7.0502 -1.9366 1.3147 0.406
H 6.5502 -2.6268 -0.9346 0.410
H 4.3116 -2.4654 -1.8316 0.499
O 0.6329 -2.7551 -3.3579 -0.600
C -0.4626 -2.2981 -3.0932 -0.302
O -0.7275 -1.6651 -1.9594 0.477
C -1.8028 -2.6550 -3.8460 0.481
N -2.8264 -2.0427 -3.0497 -0.429
C -3.7618 -3.0715 -2.5409 -0.486
C -3.2433 -4.4290 -2.9919 -0.542
C -1.9235 -4.2082 -3.7324 -0.853
H -1.7913 -2.2896 -4.8448 0.436
H -3.2859 -1.3206 -3.5821 0.227
H -1.7570 -1.5095 -2.0493 0.066
H -4.7348 -2.9051 -2.9785 0.343
H -3.8015 -2.8797 -1.4484 0.165
H -3.9634 -4.9597 -3.6191 0.287
H -3.1143 -5.1379 -2.1321 0.307
H -1.8804 -4.5917 -4.7154 0.459
H -1.0365 -4.5738 -3.1888 0.212
```

=====

Entry 4:
Density functional theory data (the ωB97M-V functional and the def2-TZVPD basis) for C42H41AgN4O3PS2Si as an isolated structure at a distorted geometry.

Output
* calculated total energy: -3644.08966 hartree
* M: 880.88 u
* net charge: -1
* orbital gap: 7.45 eV

```
95
Properties=species:S:1:pos:R:3:mulliken_charge:R:1
Ag -5.8286 -18.8950 6.0052 -0.054
O -8.6642 -20.5284 7.6735 -0.713
S -8.5487 -21.9936 7.5137 1.577
O -9.6089 -22.7414 8.1472 -0.846
O -8.2583 -22.3689 6.1642 -0.865
C -7.0936 -22.5700 8.4730 0.492
C -7.2594 -23.8437 9.0345 -1.011
C -6.1400 -24.4216 9.6398 -0.547
C -4.9307 -23.7026 9.8809 -0.939
C -4.9134 -22.3741 9.5204 -0.277
C -5.9808 -21.8049 8.7770 -0.317
P -5.8515 -20.0565 8.2159 0.860
C -6.6560 -19.1824 9.5515 0.259
C -7.1314 -19.7440 10.7399 -0.580
C -7.6046 -18.8820 11.7570 -0.700
C -7.8789 -17.5266 11.5177 -0.738
C -7.4338 -16.9926 10.2607 -0.291
C -6.8767 -17.8102 9.3222 0.247
C -4.0503 -19.8192 8.6037 0.961
C -3.6032 -19.0264 9.6624 -0.788
C -2.2263 -18.8583 9.8549 -0.665
C -1.3026 -19.3427 8.9683 -0.705
C -1.7478 -20.0409 7.8328 -0.686
C -3.0912 -20.3138 7.6932 -0.196
H -8.2175 -24.2983 8.9676 0.609
H -6.2469 -25.4345 10.0297 0.342
H -4.0621 -24.1720 10.2701 0.482
H -4.1178 -21.7340 9.8946 0.481
H -7.0234 -20.7932 10.9331 0.479
H -7.8919 -19.3739 12.7097 0.297
H -8.2673 -16.8026 12.2163 0.375
H -7.5575 -15.9594 9.9803 0.440
H -6.5247 -17.4136 8.3880 -0.470
H -4.3521 -18.5920 10.2826 0.570
H -1.9223 -18.2786 10.7229 0.359
H -0.2723 -19.1776 9.0958 0.449
H -0.9740 -20.4956 7.2176 0.427
H -3.3831 -20.9908 6.8694 0.349
N -6.4737 -20.7077 4.6391 -0.106
C -5.4008 -21.5848 4.3222 -0.567
C -4.2962 -20.8497 3.5038 -0.309
N -3.3178 -20.2736 4.3991 -0.338
H -7.1668 -21.1526 5.2487 -0.029
H -6.9357 -20.3347 3.8128 0.089
H -5.6621 -22.5183 3.7972 0.449
H -5.0167 -21.9307 5.2799 0.192
H -4.8922 -20.0848 2.9376 0.132
H -3.8689 -21.5037 2.7504 0.466
H -3.8382 -19.7559 5.1427 -0.644
H -2.7982 -19.4573 3.9865 0.345
S -9.9278 -20.0105 3.3992 -0.432
C -10.2827 -18.9299 4.5611 0.216
N -9.8816 -19.1324 5.8296 0.249
C -10.0278 -18.2484 6.8356 -0.167
C -10.6376 -17.0590 6.5835 -0.635
C -11.1993 -16.9280 5.3161 0.005
N -11.0589 -17.7945 4.3861 -0.613
H -9.4806 -20.0538 6.1566 0.047
H -9.6630 -18.6243 7.7764 0.633
H -10.6986 -16.2236 7.2808 0.391
H -11.7946 -16.0371 5.1935 0.380
C -7.1635 -13.0924 8.2973 -0.442
C -8.0576 -14.0639 7.8592 -0.554
C -7.5517 -15.0465 6.9890 -0.529
C -6.1452 -15.1401 6.6748 0.502
C -5.3101 -14.1596 7.1543 0.018
C -5.8128 -13.0533 7.9116 -0.816
Si -5.4854 -16.4828 5.4676 1.583
C -6.0719 -15.8288 3.7557 0.610
C -6.8115 -16.6783 2.9053 -0.454
C -7.1839 -16.2987 1.6087 -0.631
C -6.9201 -15.0173 1.1274 -0.358
C -6.2547 -14.1118 1.9602 -0.736
C -5.8583 -14.5458 3.2496 -0.459
C -3.6130 -16.3121 5.2631 0.208
C -3.0384 -15.4192 4.4029 0.123
C -1.6544 -15.2127 4.2753 -0.764
C -0.7915 -15.9947 4.9826 -0.890
C -1.3593 -17.0754 5.6854 -0.319
C -2.7207 -17.2296 5.8805 -0.025
H -7.4681 -12.3468 9.0173 0.338
H -9.0692 -14.0415 8.1739 0.500
H -8.2472 -15.7767 6.5561 0.207
H -4.2005 -14.1312 6.8814 0.163
H -5.1563 -12.3059 8.3039 0.397
H -7.1252 -17.6616 3.2363 0.291
H -7.6264 -17.0028 0.9053 0.394
H -7.0017 -14.6759 0.0520 0.245
H -6.0259 -13.0847 1.6442 0.347
H -5.4085 -13.9190 3.9267 0.600
H -3.6353 -14.7636 3.7703 0.141
H -1.2586 -14.4441 3.6130 0.403
H 0.2818 -15.9189 4.9142 0.364
H -0.6881 -17.8996 5.9809 0.279
H -3.0764 -18.0991 6.4368 -0.151
```